14
Properties=species:S:1:pos:R:3:forces:R:3:mulliken_charge:R:1 method="wB97M-V/def2-TZVPD" homo_lumo_gap_ev="7.1 / 8.0" charge=+1 multiplicity=3 s_squared=2.029
C -0.777 -1.612 0.572 4.0 -1.2 -0.7 -0.026
C 0.450 -1.536 0.220 -0.7 -1.3 -1.4 -0.227
C -1.485 -0.484 0.546 -3.4 2.7 0.3 -0.040
C 1.282 -0.498 0.548 -0.7 0.8 4.0 -0.416
C -1.840 0.530 -0.513 -0.4 0.5 0.7 -1.039
N 1.997 0.268 -0.421 3.4 -1.0 1.5 -0.189
H -1.739 -0.199 1.536 -1.1 0.4 0.9 0.409
H 1.576 -0.205 1.584 -0.7 -0.3 -0.8 0.401
H -1.123 1.375 -0.425 -0.1 -0.4 -0.6 0.257
H -2.784 1.050 -0.263 0.3 -0.5 0.3 0.365
H -2.049 0.157 -1.508 0.8 -0.2 -0.2 0.346
H 2.457 1.159 -0.026 -0.2 -2.1 -0.6 0.392
H 1.441 0.564 -1.150 -1.7 0.5 -2.5 0.328
H 2.595 -0.569 -0.699 0.5 2.0 -0.8 0.439

---

22
Properties=species:S:1:pos:R:3:forces:R:3:mulliken_charge:R:1 method="wB97M-V/def2-TZVPD" homo_lumo_gap_ev=9.8 charge=0 smiles="C=CCC=C.O.O.O"
C 0.845 -2.986 -0.910 0.3 2.9 1.9 -0.864
C 0.955 -2.064 0.071 -2.6 -3.3 -1.8 -0.126
C 1.909 -1.033 -0.062 2.9 3.1 0.3 -0.356
C 1.567 0.422 0.403 -0.1 0.0 -1.0 -0.155
C 0.362 0.983 0.619 0.5 -0.1 0.7 -0.754
H 0.021 -3.607 -0.964 -1.0 -1.7 -0.1 0.331
H 1.447 -2.686 -1.702 0.8 -0.6 -2.0 0.267
H 0.285 -2.239 0.890 0.0 0.7 0.8 0.427
H 2.701 -1.376 0.621 0.5 0.5 -0.1 0.218
H 2.419 -1.012 -1.112 -1.1 0.0 1.8 0.229
H 2.438 1.139 0.440 -0.9 -1.1 0.0 0.266
H 0.414 2.029 0.965 -0.4 -0.5 -0.3 0.254
H -0.643 0.499 0.653 1.1 0.2 -0.3 0.248
O 2.748 4.217 0.244 0.2 2.6 0.7 -0.645
H 1.881 4.557 -0.125 1.7 -0.3 0.8 0.328
H 3.251 5.020 0.684 -1.9 -2.4 -1.5 0.328
O -3.250 -2.644 2.205 -0.9 -2.5 -1.1 -0.638
H -2.573 -2.614 1.518 0.1 0.4 0.1 0.306
H -3.684 -3.532 1.943 0.8 2.1 0.9 0.336
O -4.547 2.004 -2.293 -0.9 0.3 0.0 -0.635
H -3.620 2.093 -2.128 0.9 0.0 0.1 0.313
H -4.927 2.830 -1.959 0.0 -0.3 -0.1 0.321

---

7
Properties=species:S:1:pos:R:3:forces:R:3:mulliken_charge:R:1 method="wB97M-V/def2-TZVPD" homo_lumo_gap_ev="8.5 / 7.5" charge=+1 multiplicity=6 s_squared=8.778
C -0.143 -0.846 0.459 1.3 -0.8 1.1 -0.763
C -0.586 0.263 -0.182 -0.7 1.1 -2.8 0.452
O 0.137 1.323 -0.447 -5.6 -1.9 1.2 -0.402
Ir 1.933 1.681 -0.399 5.1 1.2 0.0 0.745
H 0.578 -0.769 1.278 0.0 -0.2 -0.3 0.359
H -0.402 -1.829 0.062 -0.4 0.2 0.5 0.285
H -1.517 0.176 -0.771 0.3 0.4 0.3 0.323

---

100
Properties=species:S:1:pos:R:3:forces:R:3:mulliken_charge:R:1 method="wB97M-V/def2-TZVPD" homo_lumo_gap_ev="7.0 / 6.7" charge=+1 multiplicity=3 s_squared=2.010
Pd 0.194 -0.019 0.402 0.2 0.0 0.3 1.770
C -1.828 0.361 -1.662 0.0 0.0 0.0 -0.877
Sb -1.682 -1.790 -1.309 -0.2 -0.1 0.0 0.814
C -1.070 -1.791 0.807 0.0 0.1 -0.1 -0.055
C -0.326 -2.999 1.272 -0.1 -0.1 0.0 -0.409
C -0.968 -4.240 1.432 0.0 0.0 -0.1 -1.169
C -0.283 -5.340 1.899 0.0 0.0 0.0 -0.683
C 1.073 -5.223 2.176 0.0 0.0 0.0 -1.136
C 1.642 -3.979 2.004 0.0 0.0 0.0 -0.726
N 0.971 -2.893 1.602 0.0 0.0 0.0 0.372
Si -2.631 -1.571 1.870 0.0 0.1 0.0 0.753
C -3.791 -0.240 1.211 0.0 0.0 0.0 -1.082
C -2.001 -1.275 3.621 0.0 0.0 0.0 -1.362
C -3.820 -3.030 1.982 0.0 0.0 0.0 -1.465
C -0.009 -2.226 -2.705 0.0 0.0 0.0 2.124
C 1.369 -1.891 -2.209 0.0 0.0 0.0 -3.003
C 2.476 -2.108 -3.046 0.0 0.0 0.0 -0.150
C 3.764 -1.977 -2.568 0.0 0.0 0.0 -1.553
C 3.953 -1.616 -1.242 0.0 0.0 0.0 -1.018
C 2.832 -1.335 -0.493 0.0 0.0 0.1 -0.961
N 1.577 -1.434 -0.958 -0.1 0.0 0.1 2.312
Si -0.078 -4.134 -3.045 0.0 0.0 0.0 0.367
C -1.686 -4.601 -3.885 0.0 0.0 0.0 -1.099
C 1.354 -4.813 -4.051 0.0 0.0 0.0 -1.239
C -0.002 -5.078 -1.443 0.0 0.0 0.0 -0.874
Si -0.450 -1.363 -4.384 0.0 0.0 0.0 0.708
C 0.270 0.363 -4.502 0.0 0.0 0.0 -1.172
C 0.234 -2.218 -5.914 0.0 0.0 0.0 -1.269
C -2.304 -1.331 -4.689 0.0 0.0 0.0 -1.140
H -2.249 0.860 -0.797 0.0 0.0 0.0 0.196
H -2.511 0.486 -2.499 0.0 0.0 0.0 0.559
H -0.877 0.828 -1.897 0.0 0.0 0.0 -0.117
H -2.004 -4.341 1.148 0.0 0.0 0.0 0.757
H -0.792 -6.288 2.016 0.0 0.0 0.0 0.466
H 1.666 -6.062 2.511 0.0 0.0 0.0 0.491
H 2.698 -3.826 2.211 0.0 0.0 0.0 0.653
H -3.337 0.651 0.796 0.0 0.0 0.0 0.274
H -4.458 0.078 2.018 0.0 0.0 0.0 0.414
H -4.426 -0.687 0.440 0.0 0.0 0.0 0.367
H -1.089 -0.673 3.648 0.0 0.0 0.0 0.265
H -1.762 -2.246 4.063 0.0 0.0 0.0 0.313
H -2.747 -0.803 4.264 0.0 0.0 0.0 0.530
H -4.054 -3.451 1.000 0.0 0.0 0.0 0.408
H -4.757 -2.642 2.390 0.0 0.0 0.0 0.426
H -3.488 -3.832 2.640 0.0 0.0 0.0 0.360
H 2.311 -2.415 -4.067 0.0 0.0 0.0 0.616
H 4.607 -2.166 -3.221 0.0 0.0 0.0 0.460
H 4.938 -1.513 -0.808 0.0 0.0 0.0 0.536
H 2.919 -0.981 0.525 0.0 0.0 0.0 0.038
H -1.722 -4.347 -4.944 0.0 0.0 0.0 0.335
H -2.555 -4.156 -3.397 0.0 0.0 0.0 0.266
H -1.791 -5.686 -3.809 0.0 0.0 0.0 0.465
H 1.536 -4.344 -5.015 0.0 0.0 0.0 0.337
H 1.109 -5.862 -4.241 0.0 0.0 0.0 0.472
H 2.282 -4.803 -3.478 0.0 0.0 0.0 0.404
H -0.954 -5.042 -0.918 0.0 0.0 0.0 0.156
H 0.779 -4.714 -0.771 0.0 0.0 0.0 0.133
H 0.208 -6.128 -1.660 0.0 0.0 0.0 0.521
H 1.352 0.323 -4.642 0.0 0.0 0.0 0.320
H 0.061 1.034 -3.674 0.0 0.0 0.0 0.205
H -0.145 0.820 -5.406 0.0 0.0 0.0 0.560
H 1.322 -2.196 -5.987 0.0 0.0 0.0 0.390
H -0.150 -1.648 -6.765 0.0 0.0 0.0 0.453
H -0.099 -3.247 -6.044 0.0 0.0 0.0 0.318
H -2.934 -0.971 -3.880 0.0 0.0 0.0 0.253
H -2.669 -2.318 -4.970 0.0 0.0 0.0 0.364
H -2.470 -0.670 -5.545 0.0 0.0 0.0 0.452
N 2.659 1.236 -2.285 0.0 0.0 0.0 0.169
C 2.206 2.282 -1.589 0.0 0.0 0.0 0.213
N 2.870 3.425 -1.738 0.0 0.0 0.0 -0.792
C 2.375 4.453 -1.058 0.0 0.0 0.0 0.276
N 3.001 5.632 -1.152 0.0 0.0 0.0 -0.354
N 1.280 4.402 -0.275 0.0 0.0 0.0 -0.759
C 0.726 3.211 -0.181 0.0 0.0 0.0 -0.056
N 1.123 2.097 -0.794 0.0 0.0 0.0 0.579
C -0.439 3.140 0.752 0.0 0.0 0.0 0.467
C -1.043 4.323 1.155 0.0 0.0 0.0 -0.658
C -2.032 4.281 2.120 0.0 0.0 0.0 -0.716
C -2.354 3.058 2.680 0.0 0.0 0.0 -1.062
C -1.715 1.927 2.205 0.0 0.0 0.0 -1.198
N -0.806 1.946 1.232 0.0 0.0 -0.1 1.010
H 3.449 1.369 -2.890 0.0 0.0 0.0 0.304
H 2.182 0.353 -2.254 0.0 0.0 0.0 -0.454
H 3.832 5.709 -1.709 0.0 0.0 0.0 0.250
H 2.662 6.415 -0.624 0.0 0.0 0.0 0.238
H -0.706 5.252 0.724 0.0 0.0 0.0 0.560
H -2.521 5.189 2.446 0.0 0.0 0.0 0.420
H -3.088 2.967 3.468 0.0 0.0 0.0 0.511
H -1.938 0.963 2.629 0.0 0.0 0.0 0.814
S 1.898 0.982 2.092 0.1 0.0 -0.3 -0.246
C 2.454 0.077 3.396 -0.1 -0.1 0.1 0.436
N 2.030 -1.207 3.563 0.0 0.0 -0.1 0.295
C 2.357 -1.943 4.641 0.0 0.0 0.0 0.127
C 3.159 -1.406 5.600 0.0 0.0 0.0 -0.836
C 3.623 -0.101 5.352 0.0 0.0 0.1 -0.067
N 3.297 0.616 4.304 -0.1 0.0 0.0 -0.551
H 1.485 -1.631 2.779 0.1 0.0 0.1 -0.413
H 1.944 -2.942 4.676 0.0 0.0 0.0 0.459
H 3.439 -1.957 6.484 0.0 0.0 0.0 0.402
H 4.300 0.371 6.057 0.0 0.0 0.0 0.433

---

Please write out number 2 again, unchanged.
22
Properties=species:S:1:pos:R:3:forces:R:3:mulliken_charge:R:1 method="wB97M-V/def2-TZVPD" homo_lumo_gap_ev=9.8 charge=0 smiles="C=CCC=C.O.O.O"
C 0.845 -2.986 -0.910 0.3 2.9 1.9 -0.864
C 0.955 -2.064 0.071 -2.6 -3.3 -1.8 -0.126
C 1.909 -1.033 -0.062 2.9 3.1 0.3 -0.356
C 1.567 0.422 0.403 -0.1 0.0 -1.0 -0.155
C 0.362 0.983 0.619 0.5 -0.1 0.7 -0.754
H 0.021 -3.607 -0.964 -1.0 -1.7 -0.1 0.331
H 1.447 -2.686 -1.702 0.8 -0.6 -2.0 0.267
H 0.285 -2.239 0.890 0.0 0.7 0.8 0.427
H 2.701 -1.376 0.621 0.5 0.5 -0.1 0.218
H 2.419 -1.012 -1.112 -1.1 0.0 1.8 0.229
H 2.438 1.139 0.440 -0.9 -1.1 0.0 0.266
H 0.414 2.029 0.965 -0.4 -0.5 -0.3 0.254
H -0.643 0.499 0.653 1.1 0.2 -0.3 0.248
O 2.748 4.217 0.244 0.2 2.6 0.7 -0.645
H 1.881 4.557 -0.125 1.7 -0.3 0.8 0.328
H 3.251 5.020 0.684 -1.9 -2.4 -1.5 0.328
O -3.250 -2.644 2.205 -0.9 -2.5 -1.1 -0.638
H -2.573 -2.614 1.518 0.1 0.4 0.1 0.306
H -3.684 -3.532 1.943 0.8 2.1 0.9 0.336
O -4.547 2.004 -2.293 -0.9 0.3 0.0 -0.635
H -3.620 2.093 -2.128 0.9 0.0 0.1 0.313
H -4.927 2.830 -1.959 0.0 -0.3 -0.1 0.321

---

Repeat the second record exactly.
22
Properties=species:S:1:pos:R:3:forces:R:3:mulliken_charge:R:1 method="wB97M-V/def2-TZVPD" homo_lumo_gap_ev=9.8 charge=0 smiles="C=CCC=C.O.O.O"
C 0.845 -2.986 -0.910 0.3 2.9 1.9 -0.864
C 0.955 -2.064 0.071 -2.6 -3.3 -1.8 -0.126
C 1.909 -1.033 -0.062 2.9 3.1 0.3 -0.356
C 1.567 0.422 0.403 -0.1 0.0 -1.0 -0.155
C 0.362 0.983 0.619 0.5 -0.1 0.7 -0.754
H 0.021 -3.607 -0.964 -1.0 -1.7 -0.1 0.331
H 1.447 -2.686 -1.702 0.8 -0.6 -2.0 0.267
H 0.285 -2.239 0.890 0.0 0.7 0.8 0.427
H 2.701 -1.376 0.621 0.5 0.5 -0.1 0.218
H 2.419 -1.012 -1.112 -1.1 0.0 1.8 0.229
H 2.438 1.139 0.440 -0.9 -1.1 0.0 0.266
H 0.414 2.029 0.965 -0.4 -0.5 -0.3 0.254
H -0.643 0.499 0.653 1.1 0.2 -0.3 0.248
O 2.748 4.217 0.244 0.2 2.6 0.7 -0.645
H 1.881 4.557 -0.125 1.7 -0.3 0.8 0.328
H 3.251 5.020 0.684 -1.9 -2.4 -1.5 0.328
O -3.250 -2.644 2.205 -0.9 -2.5 -1.1 -0.638
H -2.573 -2.614 1.518 0.1 0.4 0.1 0.306
H -3.684 -3.532 1.943 0.8 2.1 0.9 0.336
O -4.547 2.004 -2.293 -0.9 0.3 0.0 -0.635
H -3.620 2.093 -2.128 0.9 0.0 0.1 0.313
H -4.927 2.830 -1.959 0.0 -0.3 -0.1 0.321